<one>
Entry from the Open Molecules 2025 dataset: a cluster of 7 separate species, C2H16O6 in total (ωB97M-V/def2-TZVPD).

Geometry as XYZ:
```
24
Properties=species:S:1:pos:R:3:lowdin_charge:R:1
C -3.189 -0.772 1.030 -0.045
C -3.148 0.323 0.225 -0.076
H -4.027 -1.131 1.611 0.051
H -2.283 -0.789 1.629 0.028
H -3.613 0.569 -0.716 0.056
H -2.239 0.896 0.421 0.037
O 2.154 1.924 0.255 -0.064
H 2.745 2.593 0.623 0.068
H 2.587 1.060 0.422 0.024
O 0.162 -0.121 1.587 -0.041
H 0.088 -0.614 0.760 0.021
H 0.417 0.761 1.324 0.015
O -0.751 -0.721 -1.325 -0.094
H -1.700 -0.668 -1.145 0.010
H -0.479 0.232 -1.361 0.006
O 3.006 -0.733 0.889 -0.077
H 2.232 -0.616 1.451 0.012
H 2.726 -1.456 0.291 0.015
O -0.107 1.888 -1.286 -0.057
H 0.431 1.970 -2.088 0.076
H 0.487 2.105 -0.548 0.016
O 1.654 -2.221 -0.995 -0.059
H 2.088 -2.546 -1.791 0.057
H 0.759 -1.934 -1.264 0.020
```

As for the total charge: 0. The frontier orbital gap comes out at 10.190 eV. The SMILES is C=C.O.O.O.O.O.O.

<two>
Entry from the Open Molecules 2025 dataset: a cluster of 6 separate species, C2H16O6 in total (ωB97M-V/def2-TZVPD).

Geometry as XYZ:
```
24
Properties=species:S:1:pos:R:3:lowdin_charge:R:1
C 0.106 -0.990 -1.663 -0.161
O 0.446 0.021 -0.707 -0.105
H -0.875 -0.747 -2.068 0.069
H 0.829 -0.987 -2.487 0.073
H 0.223 -2.048 -1.396 0.071
H -0.430 0.314 -0.435 0.065
C 3.480 1.788 -1.131 -0.188
O 2.943 2.875 -0.411 -0.095
H 2.740 1.189 -1.670 0.058
H 4.142 2.099 -1.951 0.073
H 4.112 1.081 -0.591 0.076
H 3.123 3.645 -0.954 0.070
O -3.615 -0.743 -0.845 -0.049
H -3.468 -1.315 -1.607 0.055
H -4.218 -1.244 -0.281 0.057
O -2.670 0.313 1.643 -0.044
H -3.048 -0.046 0.824 0.005
H -3.425 0.528 2.202 0.066
O -0.207 0.751 2.665 -0.095
H -1.044 0.552 2.194 -0.030
H 0.233 -0.106 2.740 -0.011
O 0.361 -2.084 2.256 -0.044
H -0.196 -2.860 2.374 0.048
H 0.457 -1.987 1.299 0.033
```

As for the total charge: 0. The frontier orbital gap comes out at 9.607 eV. The SMILES is CO.CO.O.O.O.O.

Which of them is the most stable, and which is the least stable? <one> and <two>, in that order.